# C2H11N2O2

A 3-piece molecular cluster, C2H11N2O2 overall in a non-equilibrium geometry (wB97M-V/def2-TZVPD, the OMol25 dataset).

Geometry as ORCA input:
```
! RIJCOSX wB97M-V def2-TZVPD def2/J DEFGRID3
* xyz 0 2
H 1.32202 -1.43351 1.92599
H -0.29054 -0.95362 1.93133
H 0.10188 -0.36483 -2.17532
O -2.54584 0.60565 1.28417
H -2.87204 0.46174 2.21384
H -1.18812 -1.47807 -2.16460
H -1.54432 0.29272 -2.31553
H 3.70810 0.71433 -0.37008
H 1.29634 -0.39884 -0.44863
O 2.95622 1.37305 -0.40414
N 0.59203 -0.80420 1.52089
C 0.45963 -0.71519 0.17990
N -0.70982 -0.57239 -0.39122
H -1.42770 -0.05796 0.25935
H 3.37940 2.26381 -0.35340
C -0.84752 -0.47830 -1.83996
H -2.38973 1.54561 1.14742
*
```

Lowest unoccupied orbital energy (alpha / beta): 0.710 / 0.604 eV
Highest occupied orbital energy (alpha / beta): -3.804 / -8.179 eV
Gap between HOMO and LUMO (alpha / beta): 4.514 / 8.783 eV
Relative energy (zero: lowest compared OMol25 entry of this formula, charge and spin): 136.3 kJ/mol